{"formula": "C10H20N3O2P2", "method": "wB97M-V/def2-TZVPD", "symbols": ["N", "P", "P", "O", "C", "C", "O", "H", "H", "H", "H", "H", "H", "H", "H", "H", "H", "N", "C", "C", "C", "C", "H", "H", "H", "H", "H", "N", "C", "C", "C", "C", "H", "H", "H", "H", "H"], "xyz": [[0.44483, 0.56206, -0.07579], [-0.98579, -0.12881, 0.18462], [-2.68444, 1.08196, -0.71100], [-3.03455, -0.27343, -1.77173], [-3.78511, -1.25046, -1.14189], [-4.28049, -0.77769, 0.23060], [-3.79519, 0.51185, 0.52382], [0.31128, 1.40854, -0.62107], [-1.13182, -0.30168, 1.58344], [-0.94989, -1.45749, -0.29949], [-3.75136, 1.86011, -1.29415], [-1.78095, 1.58265, -1.71607], [-2.29745, 2.14799, 0.17923], [-4.58333, -1.59853, -1.79390], [-3.19393, -2.14729, -0.93074], [-3.89734, -1.46151, 0.98685], [-5.36424, -0.77189, 0.31837], [3.57136, 2.39065, 2.21481], [3.75383, 3.14368, 3.34551], [2.54681, 3.21682, 3.98752], [1.60752, 2.47880, 3.21154], [2.26859, 1.97782, 2.12137], [4.28574, 2.17270, 1.54648], [4.71611, 3.55838, 3.59249], [2.35705, 3.74193, 4.90930], [0.56238, 2.33311, 3.42560], [1.91981, 1.36535, 1.29114], [1.60027, -1.76757, -1.50286], [1.64922, -1.48855, -2.83203], [1.80590, -2.67062, -3.51353], [1.84622, -3.70851, -2.54517], [1.71346, -3.11287, -1.31507], [1.47330, -1.06540, -0.77079], [1.56358, -0.47460, -3.18107], [1.87613, -2.77734, -4.58334], [1.95430, -4.76507, -2.72782], [1.68818, -3.53509, -0.32519]], "forces_ev_per_a": [[0.277, -0.351, -0.007], [0.741, 0.711, -0.119], [-0.988, 1.261, -0.539], [-0.140, 0.404, 0.598], [0.119, -0.757, -0.006], [-0.044, 0.596, 0.656], [0.407, -0.606, -0.867], [-0.013, 0.022, -0.083], [-0.200, -0.355, -0.037], [-0.147, -0.227, 0.302], [0.127, 0.000, 0.056], [0.295, -0.402, 0.177], [0.000, -0.181, 0.096], [-0.394, 0.169, -0.095], [0.368, -0.150, -0.271], [-0.056, -0.280, 0.239], [-0.296, -0.044, -0.141], [0.030, 0.005, 0.041], [0.005, -0.030, -0.069], [-0.056, -0.016, 0.009], [0.010, 0.030, 0.065], [0.166, -0.078, -0.124], [-0.007, -0.018, -0.020], [0.009, 0.016, 0.008], [-0.004, 0.007, 0.014], [-0.026, -0.003, -0.014], [-0.112, 0.142, 0.196], [0.176, -0.221, 0.198], [0.036, 0.019, 0.049], [0.019, -0.026, -0.054], [0.008, -0.051, -0.029], [0.047, 0.098, -0.008], [-0.285, 0.343, -0.201], [-0.045, 0.025, -0.007], [-0.009, -0.006, -0.022], [-0.009, -0.020, -0.008], [-0.005, -0.026, 0.017]], "e_tot_ha": -1390.45738, "fmax_ev_per_a": 1.7, "total_charge": -1, "homo_energy_ev": -4.74}



{"formula": "C21H45N2O10", "method": "wB97M-V/def2-TZVPD", "symbols": ["C", "C", "O", "C", "C", "C", "C", "C", "O", "C", "O", "O", "C", "O", "O", "H", "H", "H", "H", "H", "H", "H", "H", "H", "H", "H", "H", "H", "H", "H", "C", "O", "C", "C", "N", "C", "C", "O", "C", "H", "H", "H", "H", "H", "H", "H", "H", "H", "H", "H", "H", "H", "H", "H", "C", "O", "C", "C", "N", "C", "C", "O", "C", "H", "H", "H", "H", "H", "H", "H", "H", "H", "H", "H", "H", "H", "H", "H"], "xyz": [[2.78693, -3.39081, -2.41360], [2.90558, -2.92335, -3.86494], [3.41342, -1.61744, -4.01702], [2.55387, -0.55557, -3.63738], [1.59499, -0.18828, -4.75423], [0.61245, 0.92218, -4.35581], [-0.19668, 0.54607, -3.12038], [-1.60192, 1.10149, -3.16034], [-2.19825, 0.97213, -1.86424], [-3.11985, -0.02734, -1.77486], [-3.06662, -0.79522, -0.86060], [-4.01521, 0.04652, -2.72974], [-4.42005, -1.23647, -3.40018], [-4.18400, -1.17816, -4.60823], [-4.92462, -2.10958, -2.71035], [1.82846, -3.04359, -2.03681], [3.54686, -2.92557, -1.79527], [2.85381, -4.46987, -2.35481], [3.65097, -3.55845, -4.33926], [1.97384, -3.10570, -4.40317], [3.21986, 0.28810, -3.46133], [2.05386, -0.75645, -2.69291], [1.04276, -1.08211, -5.03558], [2.19510, 0.14866, -5.59439], [-0.02270, 1.07623, -5.22367], [1.22742, 1.80506, -4.19076], [0.28235, 0.91300, -2.21897], [-0.25760, -0.53998, -3.07661], [-1.55896, 2.16921, -3.37421], [-2.19807, 0.65137, -3.94898], [5.65680, 2.42534, 1.28970], [4.93085, 1.94529, 2.40236], [3.62467, 2.50271, 2.52306], [2.56325, 1.44956, 2.30107], [2.52747, 1.03002, 0.90684], [1.67714, -0.13509, 0.66202], [2.08347, -1.46134, 1.28177], [3.28006, -2.02557, 0.76634], [4.47740, -1.63118, 1.39864], [6.66443, 2.01741, 1.35450], [5.20947, 2.10045, 0.34410], [5.72064, 3.51829, 1.30140], [3.48787, 3.34611, 1.84029], [3.53247, 2.88258, 3.54537], [1.58653, 1.85866, 2.57334], [2.78168, 0.61004, 2.97660], [3.46923, 0.81092, 0.60804], [1.63955, -0.27793, -0.42030], [0.66167, 0.09481, 0.98595], [1.29437, -2.17416, 1.03024], [2.12300, -1.42028, 2.37728], [4.33058, -1.42103, 2.46203], [4.92221, -0.75900, 0.90847], [5.18808, -2.45366, 1.30238], [-5.78120, 0.67035, 0.65512], [-5.50913, 1.40097, 1.84574], [-5.88584, 0.71418, 3.02500], [-4.66614, 0.34430, 3.84206], [-3.88968, -0.69300, 3.17695], [-2.59598, -0.95718, 3.79012], [-1.54001, 0.14698, 3.77346], [-1.04547, 0.47982, 2.49119], [-1.78340, 1.46679, 1.78471], [-5.54985, 1.31676, -0.18854], [-5.16537, -0.22800, 0.58469], [-6.83628, 0.38740, 0.60146], [-6.48622, -0.17064, 2.79696], [-6.50778, 1.39762, 3.61435], [-4.98860, -0.02306, 4.82220], [-4.07919, 1.26248, 3.99679], [-3.74099, -0.42364, 2.21145], [-2.17573, -1.82267, 3.27235], [-2.76038, -1.25838, 4.83118], [-0.67779, -0.23247, 4.33262], [-1.87315, 1.05159, 4.29837], [-2.24401, 2.19203, 2.46177], [-2.54288, 1.01556, 1.14658], [-1.08586, 1.99321, 1.13058]], "forces_ev_per_a": [[-0.513, 0.912, -0.365], [0.705, -0.747, 0.203], [0.015, 0.043, 0.022], [0.322, 0.181, -0.282], [-0.146, 0.050, 0.483], [0.678, -0.704, -0.165], [-0.207, 0.023, -0.336], [0.261, 0.847, 0.028], [0.137, -0.047, -0.368], [-0.251, 0.160, 0.150], [0.005, -0.395, 0.704], [0.211, 0.361, 0.112], [-0.802, -1.949, -1.362], [0.269, 0.612, 0.406], [0.211, 0.847, 0.465], [-0.151, -0.257, 0.387], [0.257, -0.084, 0.048], [-0.099, -0.192, 0.084], [0.117, 0.022, -0.259], [-0.210, 0.286, -0.056], [0.073, 0.156, 0.124], [-0.191, -0.205, 0.107], [-0.135, -0.096, -0.205], [0.037, -0.127, -0.291], [-0.253, 0.304, -0.020], [-0.273, 0.410, 0.046], [0.145, -0.082, 0.229], [-0.023, -0.198, 0.244], [0.002, 0.189, -0.007], [-0.212, -0.234, 0.087], [-0.013, -0.099, 0.086], [0.050, 0.106, -0.191], [-0.093, -0.040, 0.372], [0.116, -0.081, -0.224], [0.016, -0.065, 0.142], [0.098, 0.160, -0.323], [-0.294, -0.203, 0.028], [0.057, 0.036, 0.056], [0.022, -0.065, -0.188], [-0.004, -0.023, 0.029], [0.005, 0.107, -0.037], [-0.007, 0.010, -0.061], [0.032, -0.063, -0.105], [0.007, 0.028, -0.011], [-0.033, -0.059, 0.006], [-0.058, 0.088, 0.143], [0.036, -0.012, -0.012], [-0.039, -0.047, -0.033], [0.001, -0.013, 0.064], [0.003, -0.019, 0.013], [0.114, 0.080, 0.005], [-0.018, 0.078, -0.005], [-0.001, 0.098, 0.150], [-0.025, -0.032, 0.014], [0.086, -0.004, -0.047], [-0.087, -0.127, -0.077], [-0.027, 0.325, 0.198], [0.169, -0.087, -0.199], [0.038, 0.256, 0.125], [-0.063, -0.160, -0.237], [0.184, -0.074, 0.157], [-0.102, 0.078, 0.217], [0.068, -0.043, -0.234], [0.039, 0.014, 0.011], [-0.039, -0.058, -0.104], [-0.032, -0.002, -0.002], [0.081, -0.072, -0.052], [-0.023, -0.035, 0.031], [0.036, -0.009, 0.021], [-0.130, 0.049, 0.103], [-0.040, -0.109, -0.101], [0.080, -0.004, 0.033], [0.008, 0.046, 0.024], [0.004, 0.004, -0.006], [-0.106, 0.018, -0.079], [-0.018, -0.044, 0.060], [-0.102, 0.013, 0.003], [0.020, -0.031, 0.022]], "e_tot_ha": -1689.05136, "fmax_ev_per_a": 2.5, "total_charge": -1, "homo_energy_ev": -5.23}



{"formula": "C10H25CaO6Sr", "method": "wB97M-V/def2-TZVPD", "symbols": ["Sr", "Ca", "O", "C", "O", "O", "H", "C", "C", "C", "O", "H", "H", "H", "H", "H", "H", "H", "H", "C", "C", "C", "O", "H", "H", "H", "H", "H", "H", "H", "H", "C", "C", "C", "O", "H", "H", "H", "H", "H", "H", "H", "H"], "xyz": [[1.52868, 0.02134, 4.23447], [-1.54340, -2.38805, 3.70643], [0.05852, -0.56020, 0.16293], [0.44277, -0.51149, 1.42325], [-0.29818, -1.00701, 2.33700], [1.54934, -0.00607, 1.73887], [0.84450, -0.18233, -0.32406], [-0.63752, 2.64882, -0.57458], [-1.73178, 2.24493, 0.44368], [-2.60893, 3.47115, 0.67210], [-2.53971, 1.23273, -0.18895], [0.12554, 3.18516, -0.00043], [-0.99676, 3.27547, -1.38374], [-0.14434, 1.75616, -0.96729], [-1.30003, 1.80351, 1.35572], [-3.33917, 3.30677, 1.46935], [-3.10095, 3.75797, -0.25055], [-2.00636, 4.26064, 1.12735], [-1.89338, 0.58938, -0.49879], [4.84910, 1.50001, -0.60257], [3.42767, 1.23632, -1.07113], [3.42846, 1.03612, -2.58953], [3.02156, -0.03146, -0.51817], [5.31718, 2.34642, -1.11237], [5.49752, 0.63180, -0.69750], [4.90552, 1.86202, 0.43323], [2.80185, 2.08547, -0.78077], [3.77301, 1.95768, -3.05853], [2.44848, 0.73119, -2.95891], [4.11131, 0.25306, -2.92076], [2.58791, 0.10461, 0.33013], [-1.12451, -3.55800, -0.17617], [-2.39446, -2.87427, 0.35686], [-3.62016, -3.41384, -0.35172], [-2.51019, -3.16255, 1.80361], [-1.21813, -4.64604, -0.18860], [-0.27668, -3.26391, 0.45216], [-0.89693, -3.22149, -1.18582], [-2.24657, -1.81566, 0.15222], [-3.78827, -2.84221, -1.26409], [-4.51555, -3.19116, 0.23443], [-3.56809, -4.48714, -0.52580], [-2.41888, -4.13585, 1.75707]], "forces_ev_per_a": [[0.886, 0.828, -1.557], [-1.052, -0.135, -2.219], [0.887, 0.168, 1.437], [0.771, 0.328, -1.337], [-1.254, -1.015, 2.368], [-0.247, 0.193, 1.486], [-0.263, -0.309, -0.580], [0.565, -0.413, 1.567], [-0.516, 0.586, -2.275], [0.239, -0.557, 1.674], [0.207, -0.158, 0.726], [0.078, 0.251, -0.327], [-0.176, -0.093, 0.000], [-0.033, 0.067, -0.294], [0.119, 0.302, 0.257], [-0.342, -0.305, -0.374], [0.073, 0.155, 0.009], [0.144, 0.251, -0.624], [-0.297, -0.070, -0.324], [0.403, 1.001, 0.640], [1.595, -0.563, -1.131], [-0.116, 0.259, 0.154], [-1.470, -0.039, 0.263], [-0.147, -0.215, -0.441], [-0.138, -0.081, -0.151], [-0.270, -0.428, 0.151], [-0.393, -0.294, 0.049], [-0.292, -0.002, -0.169], [-0.104, 0.332, -0.024], [0.157, -0.045, 0.408], [0.826, 0.234, 0.001], [-0.107, 0.281, 0.731], [0.700, -0.497, -2.301], [-0.628, 0.782, 0.589], [0.845, -0.522, 0.926], [0.011, -0.002, 0.006], [0.129, -0.147, -0.103], [-0.154, -0.032, -0.052], [-0.465, 0.217, 0.911], [0.258, -0.361, -0.267], [0.019, -0.130, 0.073], [0.034, 0.044, -0.176], [-0.483, 0.136, 0.301]], "e_tot_ha": -1554.82042, "fmax_ev_per_a": 2.9, "total_charge": 3, "homo_energy_ev": -17.09}



{"formula": "C16H19F3GeN2O4Pd", "method": "wB97M-V/def2-TZVPD", "symbols": ["Pd", "O", "C", "O", "C", "C", "C", "C", "C", "N", "H", "H", "H", "H", "F", "C", "F", "F", "C", "C", "C", "N", "C", "C", "H", "H", "H", "H", "O", "O", "C", "Ge", "C", "C", "C", "H", "H", "H", "H", "H", "H", "H", "H", "H", "H", "H"], "xyz": [[-0.02079, 1.31972, 0.34958], [-0.52704, 4.43541, -2.13559], [-0.53799, 3.54943, -1.30652], [0.40969, 2.70718, -1.05464], [-1.77401, 3.38277, -0.42608], [-2.86123, 4.23001, -0.51924], [-3.91632, 4.05782, 0.36265], [-3.84152, 3.05682, 1.32208], [-2.72675, 2.24007, 1.34983], [-1.73442, 2.39468, 0.47619], [-2.83579, 5.00412, -1.27277], [-4.78268, 4.70431, 0.31374], [-4.63179, 2.90474, 2.04317], [-2.59657, 1.44538, 2.07662], [6.31361, -1.44250, 0.82658], [5.45823, -1.73900, -0.15814], [6.06149, -1.45210, -1.32153], [5.25417, -3.06497, -0.13434], [4.15610, -0.99040, -0.02602], [3.16945, -1.18597, -0.97884], [1.98288, -0.49406, -0.84605], [1.76333, 0.34790, 0.16649], [2.70978, 0.52895, 1.08559], [3.92962, -0.12124, 1.02407], [3.31497, -1.86154, -1.80980], [1.17898, -0.60665, -1.55918], [2.47261, 1.20634, 1.89316], [4.67628, 0.05059, 1.78445], [-0.48309, -0.01454, 1.70736], [-0.84727, -1.21969, 1.02594], [-0.96946, -3.51286, -1.16520], [-2.57320, -2.91019, -0.22964], [-3.07561, -4.18237, 1.16470], [-4.05520, -2.67168, -1.48797], [-2.19074, -1.15919, 0.60710], [-1.13759, -4.48491, -1.62965], [-0.14129, -3.59430, -0.46190], [-0.69022, -2.80205, -1.94420], [-3.31961, -5.15479, 0.73565], [-3.94665, -3.82155, 1.71255], [-2.25538, -4.31259, 1.87079], [-4.09028, -3.50012, -2.19624], [-3.93721, -1.74683, -2.05357], [-5.01043, -2.63405, -0.96355], [-2.35352, -0.34952, -0.11836], [-2.85674, -1.00036, 1.46584]], "forces_ev_per_a": [[-0.031, 0.010, 0.008], [-0.008, -0.020, 0.017], [0.006, -0.087, 0.002], [-0.009, 0.068, -0.081], [-0.001, 0.057, -0.039], [-0.012, 0.002, 0.026], [0.031, -0.023, 0.004], [-0.002, 0.034, -0.048], [-0.039, -0.152, 0.130], [0.181, 0.034, 0.078], [-0.013, 0.002, 0.001], [0.003, 0.004, 0.004], [-0.005, 0.008, -0.004], [-0.001, 0.011, -0.108], [0.022, 0.012, 0.031], [-0.020, 0.012, 0.002], [0.015, 0.012, -0.037], [-0.012, -0.039, 0.002], [-0.003, 0.005, 0.007], [-0.009, -0.003, -0.002], [-0.005, 0.012, -0.020], [0.030, -0.024, -0.066], [0.002, -0.050, 0.020], [0.004, -0.007, 0.003], [-0.002, -0.001, 0.000], [0.000, 0.001, 0.001], [0.000, 0.002, -0.004], [0.001, -0.001, 0.000], [-0.366, 0.239, 0.146], [0.187, -0.119, -0.142], [0.024, 0.024, -0.011], [-0.065, 0.030, 0.022], [0.036, -0.024, -0.010], [0.003, -0.012, -0.001], [0.001, -0.078, 0.091], [0.007, 0.002, -0.003], [0.002, -0.004, 0.004], [-0.012, -0.003, -0.015], [0.002, 0.000, 0.002], [-0.001, 0.002, -0.005], [-0.003, 0.003, 0.002], [-0.011, -0.007, 0.011], [0.008, -0.008, -0.010], [0.004, 0.017, 0.003], [0.048, 0.013, 0.032], [0.016, 0.048, -0.040]], "e_tot_ha": -3535.91664, "fmax_ev_per_a": 0.5, "homo_energy_ev": -8.73}